[1]
Here is 4 unconnected molecules or ions with the total composition C22H28ClN4O12P2 from OMol25. Energies are from ωB97M-V with the def2-TZVPD basis set.

The value obtained for the HOMO energy is -0.435 Ha. The total charge is +1. Its multiplicity is 1. As for the HOMO-LUMO gap: 7.475 eV. The calculation puts the LUMO energy at -4.362 eV.

Last column: Mulliken charge in e.
Positions of all 69 atoms, in Å:
C  -1.22190  3.48314  1.37172  -1.08
C  -0.18163  2.58716  0.59807  0.10
C  1.27716  3.19905  0.53160  -0.47
O  1.55323  4.02637  1.68099  -0.26
C  2.88055  3.89672  2.08475  -0.50
N  2.84193  3.31717  3.49846  0.20
Cl  4.39536  3.54096  4.30384  0.10
P  2.36909  1.54247  3.35483  0.34
O  3.41551  0.83688  2.23792  -0.47
O  2.62928  0.80260  4.83354  -0.45
P  1.63222  4.20314  4.51856  0.87
O  1.55622  5.66259  4.16459  -0.60
O  0.16871  3.42917  4.41038  -0.34
O  2.16133  4.11613  6.10664  -0.46
H  -2.16026  3.49428  0.75611  0.38
H  -0.91201  4.54484  1.49482  0.26
H  -1.51516  3.06063  2.35836  0.18
H  -0.16473  1.55400  1.01445  -0.13
H  -0.51594  2.55334  -0.46985  0.45
H  1.28653  3.87586  -0.35846  0.32
H  1.96045  2.32513  0.42395  0.27
H  3.33649  4.91651  2.19261  0.41
H  3.53034  3.31182  1.39709  0.50
H  2.79300  0.43128  1.59811  0.30
H  1.82695  0.29186  5.02168  0.40
H  0.18729  2.59302  4.90732  0.33
H  1.45967  4.60536  6.57736  0.36
C  -2.97628  -3.28835  -0.63141  -0.27
C  -2.03939  -4.04090  0.06970  -0.60
C  -0.82832  -3.47565  0.44210  -0.41
C  -0.56881  -2.15154  0.11047  0.17
C  -1.49524  -1.39136  -0.59580  -0.48
C  -2.70174  -1.96499  -0.96741  -0.38
N  0.69216  -1.54480  0.52054  1.04
O  1.49263  -2.23462  1.12081  -0.63
O  0.87967  -0.37055  0.24404  -0.58
H  -3.92037  -3.73355  -0.91464  0.42
H  -2.25577  -5.06973  0.32832  0.39
H  -0.10661  -4.07004  0.98654  0.46
H  -1.29222  -0.36141  -0.85884  0.46
H  -3.42500  -1.38259  -1.51176  0.41
C  -9.01910  -2.83100  -3.87028  -0.39
C  -8.58417  -1.51074  -3.89830  -0.50
C  -7.24449  -1.21571  -3.68918  -0.28
C  -6.34951  -2.25331  -3.45717  0.14
C  -6.77565  -3.57555  -3.42008  -0.20
C  -8.11762  -3.86129  -3.62750  -0.58
N  -4.93357  -1.94919  -3.26090  1.04
O  -4.59472  -0.78057  -3.28061  -0.63
O  -4.16845  -2.88107  -3.09155  -0.61
H  -10.06502  -3.05813  -4.03952  0.38
H  -9.28996  -0.71169  -4.08643  0.37
H  -6.91482  -0.18561  -3.71291  0.44
H  -6.08062  -4.38393  -3.23534  0.42
H  -8.46133  -4.88757  -3.60397  0.37
C  5.29355  -1.48013  0.37797  -0.60
C  4.55271  -1.80343  -0.75315  -0.34
C  4.98849  -1.39887  -2.00814  -0.40
C  6.16935  -0.67528  -2.11580  0.07
C  6.91269  -0.34138  -0.99079  -0.36
C  6.46899  -0.74689  0.26079  -0.47
N  6.64456  -0.26772  -3.43850  1.02
O  5.96117  -0.55876  -4.39792  -0.60
O  7.69534  0.33562  -3.49946  -0.60
H  4.95319  -1.80232  1.35576  0.47
H  3.63671  -2.37368  -0.65634  0.44
H  4.40653  -1.65440  -2.88369  0.46
H  7.83016  0.22609  -1.07411  0.47
H  7.04118  -0.49487  1.14499  0.42

[2]
Here is a single C19H25N3O4S molecule from OMol25. Energies are from ωB97M-V with the def2-TZVPD basis set.

The value obtained for the HOMO energy is -0.276 Ha. As for the energy above the lowest of the compared OMol25 structures with the same formula, charge and spin: 238.6 kJ/mol. The total charge is 0. Its SMILES is CCOc1cc(NC(=S)NCc2ccco2)c(OCC)cc1NC(=O)CC. Its multiplicity is 1. As for the HOMO-LUMO gap: 7.984 eV. The calculation puts the LUMO energy at 0.482 eV.

Last column: Mulliken charge in e.
Positions of all 52 atoms, in Å:
C  -2.34184  1.31751  4.51980  -1.48
C  -1.78022  0.55239  3.33173  -0.29
O  -0.59336  1.20526  2.92461  -0.41
C  0.12076  0.68427  1.87499  0.82
C  -0.24941  -0.42985  1.14169  -0.14
C  0.54002  -0.88187  0.08648  -0.88
C  1.75019  -0.23048  -0.20941  0.51
C  2.11875  0.88426  0.52699  -0.49
C  1.31346  1.35513  1.55464  -0.69
N  1.63673  2.47661  2.32106  -0.09
C  2.73410  3.28220  2.24704  0.51
O  3.63713  3.13840  1.45357  -0.67
C  2.69591  4.39421  3.28646  -0.44
C  3.91474  5.30011  3.17718  -1.27
H  3.87547  6.08531  3.92794  0.39
H  4.82391  4.72157  3.31684  0.31
H  3.95540  5.75486  2.19107  0.31
H  2.65222  3.93769  4.27872  0.33
H  1.78001  4.97284  3.14193  0.33
H  0.94333  2.67802  3.02919  0.24
H  3.02858  1.42001  0.32148  0.92
O  2.46124  -0.76680  -1.24329  -0.55
C  3.76358  -0.28332  -1.52091  -0.50
C  4.79696  -0.75186  -0.50250  -1.08
H  4.79288  -1.83758  -0.44125  0.32
H  4.58226  -0.34689  0.48292  0.34
H  5.78410  -0.41917  -0.80990  0.37
H  3.99312  -0.69932  -2.50585  0.38
H  3.76023  0.80970  -1.59699  0.35
N  0.21872  -2.01621  -0.65943  -0.09
C  -0.98906  -2.49664  -1.04598  0.06
N  -2.09064  -1.75541  -0.76750  -0.15
H  -1.93210  -0.76722  -0.61730  0.40
C  -3.39050  -2.10298  -1.31207  -1.37
C  -3.59894  -1.52778  -2.67454  0.65
C  -3.29719  -2.00878  -3.91363  -0.31
C  -3.67214  -0.99736  -4.83170  -0.47
C  -4.16835  0.02249  -4.08286  -0.47
O  -4.12579  -0.28341  -2.77424  -0.34
H  -4.56918  0.98075  -4.34787  0.45
H  -3.58346  -1.03047  -5.89796  0.41
H  -2.86201  -2.96137  -4.13429  0.47
H  -3.43766  -3.19275  -1.36366  0.50
H  -4.15505  -1.72441  -0.62869  0.33
S  -1.05462  -3.96832  -1.79494  -0.42
H  1.01382  -2.49550  -1.06366  0.29
H  -1.13114  -0.99052  1.40284  0.80
H  -1.55988  -0.48475  3.61747  0.39
H  -2.50699  0.54498  2.50776  0.33
H  -2.55616  2.34430  4.23532  0.34
H  -3.25788  0.84492  4.86136  0.43
H  -1.62115  1.32443  5.33312  0.33

[3]
Here is 2 unconnected molecules or ions with the total composition C3H5N from OMol25. Energies are from ωB97M-V with the def2-TZVPD basis set.

The value obtained for the HOMO energy (spin up / spin down) is -0.330 / -0.324 Ha. As for the energy above the lowest of the compared OMol25 structures with the same formula, charge and spin: 510.9 kJ/mol. The total charge is 0. Its multiplicity is 1. As for the HOMO-LUMO gap (spin up / spin down): 8.594 / 8.035 eV. The calculation puts the LUMO energy (spin up / spin down) at -0.376 / -0.781 eV.

Last column: Mulliken charge in e.
Positions of all 9 atoms, in Å:
C  -0.54885  -0.17903  -0.17931  -0.05
C  -1.70774  0.65102  0.02249  -0.20
C  1.90627  -0.43536  -0.00451  -0.69
N  -1.55412  -0.89050  -0.00483  -0.34
H  -1.89744  1.09650  0.99093  0.19
H  -2.21932  1.09345  -0.82052  0.20
H  2.07508  -0.57144  -1.05321  0.29
H  1.87077  -1.29589  0.62888  0.30
H  2.07536  0.53125  0.42008  0.30

[4]
Here is a molecular structure, C47H40N6OP2S2Sc from OMol25. Energies are from ωB97M-V with the def2-TZVPD basis set.

The value obtained for the HOMO energy is -0.555 Ha. As for the energy above the lowest of the compared OMol25 structures with the same formula, charge and spin: 29.7 kJ/mol. The total charge is +3. Its multiplicity is 1. As for the HOMO-LUMO gap: 6.344 eV. The calculation puts the LUMO energy at -8.751 eV.

Last column: Mulliken charge in e.
Positions of all 99 atoms, in Å:
Sc  0.03187  0.99847  -0.57877  -0.49
N  3.05781  1.38859  -3.35045  -0.19
C  2.55988  2.41556  -2.66739  0.38
N  1.43321  2.43862  -1.95561  0.01
C  1.26702  3.72591  -1.40951  0.23
C  2.27051  4.59265  -1.65111  -0.67
S  3.47789  3.88554  -2.63871  -0.19
C  0.02950  4.10933  -0.74956  -0.13
C  -0.26260  5.38558  -0.42258  -0.74
S  -1.87770  5.53420  0.12574  -0.18
C  -2.09125  3.83475  -0.12941  0.20
N  -1.00466  3.18455  -0.54064  0.68
N  -3.29448  3.30472  0.11455  0.11
H  2.54869  0.53308  -3.48200  0.05
H  3.88196  1.53108  -3.91048  0.26
H  2.36772  5.61624  -1.33243  0.47
H  0.36578  6.25447  -0.51512  0.47
H  -4.04994  3.93205  0.33814  0.28
H  -3.54058  2.38585  -0.21972  -0.37
O  -0.91930  -2.46569  -1.17368  0.25
C  -2.27527  -2.72243  -1.06588  -1.44
C  -2.90526  -3.69284  -1.82622  -0.29
C  -4.23894  -3.97705  -1.58427  -0.62
C  -4.91690  -3.32121  -0.56446  -1.23
C  -4.29979  -2.30369  0.14101  -0.24
C  -2.96982  -1.97744  -0.12479  1.16
P  -2.26690  -0.35274  0.37807  2.56
C  -3.43362  0.56367  -0.71872  0.11
C  -2.97616  0.78378  -2.01981  -0.04
C  -3.84629  1.17156  -3.02444  -1.07
C  -5.19118  1.34897  -2.72987  -0.79
C  -5.65023  1.17401  -1.43038  -0.87
C  -4.77870  0.78294  -0.42442  0.40
C  -2.76348  -0.10347  2.10728  0.43
C  -3.12838  -1.15968  2.93956  -0.80
C  -3.44646  -0.90981  4.26717  -0.80
C  -3.37031  0.37616  4.77996  -0.68
C  -2.96005  1.42563  3.96627  -0.94
C  -2.65185  1.18418  2.63906  -0.63
C  -0.10758  -3.42769  -0.58201  0.93
C  -0.47965  -4.73708  -0.31030  -1.03
C  0.43657  -5.59750  0.27294  -1.04
C  1.71530  -5.16829  0.59331  -0.99
C  2.07961  -3.86178  0.33155  -0.55
C  1.16418  -2.98401  -0.24603  0.56
P  1.66927  -1.27484  -0.65594  1.33
C  2.58661  -1.70389  -2.17051  1.76
C  1.84095  -1.64320  -3.35418  -1.04
C  2.37743  -2.10099  -4.54821  -0.37
C  3.67154  -2.60356  -4.57763  -0.82
C  4.40804  -2.67850  -3.40361  -0.81
C  3.86037  -2.26038  -2.19823  -1.12
C  2.75456  -0.99505  0.79334  1.27
C  4.12998  -0.80266  0.77970  -0.44
C  4.82458  -0.71301  1.98064  -0.97
C  4.14852  -0.79609  3.18634  -0.82
C  2.76517  -0.94343  3.20549  -0.76
C  2.07218  -1.04169  2.01320  -0.71
H  -2.35101  -4.21624  -2.59470  0.63
H  -4.74371  -4.72703  -2.17780  0.50
H  -5.94279  -3.57966  -0.33981  0.48
H  -4.85755  -1.76379  0.89361  0.46
H  -1.92063  0.61131  -2.26300  0.15
H  -3.48795  1.31264  -4.03543  0.55
H  -5.88005  1.61773  -3.51902  0.47
H  -6.69728  1.31916  -1.19927  0.52
H  -5.14153  0.65677  0.58905  0.45
H  -3.16597  -2.17300  2.56098  0.55
H  -3.75335  -1.72757  4.90528  0.49
H  -3.62372  0.56867  5.81365  0.44
H  -2.87754  2.42526  4.37257  0.50
H  -2.33366  1.99864  1.99959  0.36
H  -1.46662  -5.10294  -0.54388  0.56
H  0.14592  -6.61850  0.47948  0.46
H  2.42110  -5.84341  1.05673  0.49
H  3.06801  -3.51546  0.60148  0.39
H  0.81458  -1.28142  -3.32457  0.40
H  1.78449  -2.07093  -5.45331  0.46
H  4.09770  -2.95542  -5.50720  0.44
H  5.41214  -3.08095  -3.41724  0.47
H  4.43064  -2.39222  -1.28983  0.39
H  4.67134  -0.72987  -0.15460  0.42
H  5.89962  -0.59001  1.96719  0.48
H  4.69858  -0.76833  4.11764  0.47
H  2.23762  -1.00083  4.14833  0.53
H  0.99466  -1.18956  2.01945  0.51
N  3.78290  4.17763  3.46906  -0.42
C  3.00067  3.42303  2.69994  0.58
C  1.62183  3.25852  2.96668  -1.13
C  0.85801  2.48971  2.14148  -0.61
N  1.32511  1.86056  1.03552  1.84
C  2.64893  2.01554  0.78544  -0.34
C  3.49640  2.74599  1.56172  -1.11
H  3.41454  4.64650  4.27931  0.22
H  4.76858  4.26418  3.28991  0.23
H  1.16646  3.72908  3.82766  0.48
H  -0.19288  2.34003  2.36260  0.26
H  3.03292  1.51248  -0.09064  0.49
H  4.54410  2.81125  1.29969  0.49